Here is C28H57AuGeN2S3Si3 as an isolated structure from OMol25. Energies are from ωB97M-V/def2-TZVPD.

XYZ file:
```
95
Properties=species:S:1:pos:R:3:forces:R:3:lowdin_charge:R:1
Au -0.5827 0.3511 -0.8106 0.40 -0.81 0.36 0.621
C 1.0848 -0.6281 4.8641 0.04 0.02 -0.08 -0.541
C 0.9561 -1.6755 3.7625 -0.07 -0.01 -0.03 -0.492
S 0.6048 -0.9465 2.1278 0.05 0.11 0.05 0.760
C 2.1200 -1.3106 1.2033 -0.07 -0.06 0.04 -0.532
C 3.2987 -0.3994 1.5017 -0.05 0.04 0.04 -0.518
S 2.9464 1.3487 1.1752 0.05 0.00 0.03 0.888
C 3.2574 2.0959 2.7986 -0.09 -0.03 -0.04 -0.533
C 2.2163 1.8151 3.8803 0.02 -0.07 -0.03 -0.519
S 2.6254 0.3198 4.8462 0.00 0.02 0.07 0.892
H 1.0620 -1.1315 5.8319 -0.01 0.00 0.00 0.077
H 0.2457 0.0678 4.8417 -0.02 -0.03 0.05 0.067
H 0.1330 -2.3513 3.9940 0.02 -0.02 0.01 0.054
H 1.8648 -2.2721 3.6801 0.01 0.02 0.00 0.086
H 1.8263 -1.2410 0.1554 0.02 0.01 0.00 0.015
H 2.4033 -2.3462 1.4008 -0.02 -0.02 -0.07 0.077
H 4.1437 -0.7042 0.8825 0.01 -0.04 0.02 0.071
H 3.5874 -0.4948 2.5459 0.06 -0.02 -0.02 0.035
H 3.2870 3.1660 2.5907 0.01 0.03 -0.02 0.067
H 4.2571 1.8076 3.1265 0.01 0.05 0.02 0.076
H 1.2333 1.6835 3.4303 -0.01 0.02 0.03 0.053
H 2.1755 2.6521 4.5774 0.00 0.01 0.00 0.073
N -1.3497 2.2576 -3.1147 -0.04 -0.53 -0.14 0.209
C -0.3380 1.8750 -2.5358 -0.60 1.46 -0.82 -0.450
H -2.2576 2.0244 -2.7394 -0.07 0.24 0.01 0.033
C -4.0353 0.4423 -1.8357 -0.03 -0.11 -0.06 -0.223
Si -3.2371 -1.2504 -1.9593 0.27 0.16 -0.05 0.445
C -2.1002 -1.4546 -3.4299 -0.14 -0.01 0.02 -0.211
C -4.5674 -2.5574 -1.9611 0.05 0.03 0.09 -0.179
Ge -1.6920 -1.5752 0.2074 -0.26 0.03 0.20 0.531
Si -3.3125 -1.1167 1.9524 0.07 0.11 0.00 0.312
C -3.8595 0.6681 1.7694 0.00 -0.04 -0.03 -0.216
C -4.7797 -2.2763 1.8348 0.05 0.02 -0.02 -0.207
C -2.5024 -1.3076 3.6299 0.01 -0.05 -0.05 -0.220
Si -0.8430 -3.8245 -0.1151 0.15 0.13 -0.04 0.326
C 0.0142 -4.3809 1.4557 -0.10 0.03 -0.02 -0.209
C 0.3870 -3.7536 -1.5298 -0.03 -0.01 0.05 -0.204
C -2.2416 -5.0066 -0.5063 0.02 0.07 -0.02 -0.208
H -4.2715 0.7838 -2.8489 -0.03 0.01 0.00 0.048
H -3.4151 1.1884 -1.3424 0.01 -0.01 0.06 -0.004
H -4.9739 0.3821 -1.2841 -0.02 0.00 -0.01 0.034
H -2.6120 -1.0661 -4.3159 0.00 -0.02 -0.03 0.047
H -1.8833 -2.5086 -3.6084 0.00 -0.01 0.02 0.028
H -1.1561 -0.9230 -3.3240 -0.01 0.02 -0.01 -0.001
H -5.1783 -2.3542 -2.8483 -0.01 -0.01 -0.01 0.055
H -5.2161 -2.5049 -1.0895 -0.02 0.03 -0.01 0.017
H -4.1840 -3.5708 -2.0401 0.01 0.00 -0.05 0.014
H -4.5721 0.7993 0.9551 -0.01 0.00 0.00 0.012
H -3.0083 1.3255 1.5790 0.02 0.00 0.03 0.022
H -4.3440 1.0036 2.6893 -0.01 0.00 0.01 0.040
H -5.4041 -2.0541 0.9699 -0.02 0.02 0.01 0.010
H -5.3996 -2.1525 2.7261 -0.01 0.00 0.01 0.042
H -4.4853 -3.3253 1.7779 0.02 -0.01 0.02 0.027
H -1.6804 -0.6001 3.7454 -0.02 0.02 0.02 0.000
H -2.1191 -2.3156 3.7950 -0.02 -0.01 0.00 0.027
H -3.2385 -1.0958 4.4092 -0.01 0.00 0.00 0.047
H 0.9384 -3.8299 1.6152 0.02 -0.02 0.01 -0.003
H 0.2602 -5.4423 1.3719 -0.01 -0.01 0.00 0.045
H -0.6115 -4.2475 2.3401 -0.03 -0.03 -0.01 0.030
H 1.0375 -2.8802 -1.4501 0.02 -0.01 0.02 0.003
H -0.1124 -3.7021 -2.4984 -0.01 0.00 0.00 0.021
H 1.0207 -4.6436 -1.5279 -0.01 -0.02 -0.01 0.043
H -3.0647 -4.9431 0.2067 0.01 0.00 0.03 0.028
H -1.8545 -6.0281 -0.4828 0.00 -0.01 0.01 0.043
H -2.6434 -4.8328 -1.5037 0.02 -0.04 -0.02 0.011
C 2.7077 0.6072 -4.4006 0.03 0.04 -0.03 -0.052
C 3.4139 0.6626 -3.0426 -0.11 0.09 -0.09 -0.356
C 3.0556 -0.5500 -2.1876 0.00 0.01 0.04 -0.062
C 3.1989 1.9740 -2.3069 0.34 0.08 -0.13 -0.158
C 4.2996 2.7880 -2.0562 -0.08 -0.03 -0.01 -0.026
C 4.1650 4.0023 -1.4031 -0.03 -0.01 -0.01 -0.051
C 2.9220 4.4137 -0.9539 -0.02 -0.10 0.01 -0.029
C 1.7908 3.6301 -1.1639 0.07 0.14 0.25 -0.161
C 0.4624 4.0590 -0.5659 0.10 0.10 -0.19 -0.378
C 0.5987 4.4357 0.9092 0.01 0.03 0.03 -0.053
C -0.1414 5.2192 -1.3623 -0.10 -0.06 -0.03 -0.049
C 1.9596 2.4465 -1.8823 -0.62 -0.10 0.03 -0.170
N 0.8178 1.6531 -2.2311 0.71 -0.64 0.47 0.099
H 3.0485 -0.2665 -4.9584 -0.01 0.00 0.00 0.083
H 2.9267 1.4937 -4.9966 0.01 0.00 0.00 0.088
H 1.6261 0.5348 -4.2897 0.01 -0.02 0.00 0.063
H 4.4882 0.6187 -3.2380 -0.01 -0.03 -0.01 0.131
H 2.0013 -0.5204 -1.9016 0.01 -0.05 -0.04 0.032
H 3.6608 -0.5757 -1.2808 0.00 0.00 0.00 0.066
H 3.2308 -1.4734 -2.7427 0.00 0.00 0.00 0.090
H 5.2770 2.4624 -2.3898 0.00 -0.01 0.00 0.119
H 5.0342 4.6244 -1.2361 0.00 0.00 0.00 0.112
H 2.8254 5.3560 -0.4300 0.01 -0.01 0.03 0.118
H -0.2311 3.2153 -0.6153 0.00 0.00 0.04 0.090
H 1.0967 5.3990 1.0295 0.00 0.00 -0.01 0.083
H 1.1717 3.6890 1.4561 -0.02 -0.09 0.04 0.048
H -0.3874 4.5172 1.3690 0.00 0.03 -0.01 0.087
H 0.5074 6.0943 -1.3029 0.02 0.00 -0.02 0.085
H -1.1162 5.4958 -0.9565 0.00 0.01 0.01 0.085
H -0.2707 4.9617 -2.4142 0.01 0.01 0.01 0.077
```
Positions in Å, forces in eV/Å.

* 2S+1: 2
* ΔE to the lowest compared entry with this formula, charge and spin: 0.564 eV
* charge: +1

---

Here is a 12-piece molecular cluster, C28H57Cl23N2OP overall from OMol25. Energies are from ωB97M-V/def2-TZVPD.

XYZ file:
```
112
Properties=species:S:1:pos:R:3:forces:R:3:lowdin_charge:R:1
N -3.1737 0.7013 -2.7005 0.30 -1.24 0.24 0.003
C -2.9227 -0.7715 -2.6011 -0.42 0.42 -0.12 -0.262
C -2.3332 -1.2851 -3.9537 0.23 0.28 0.76 -0.119
C -0.9716 -2.0637 -3.7996 0.71 1.00 -1.71 -0.268
C 0.0321 -1.1423 -3.0704 -2.32 -1.96 -0.14 0.047
N 0.0994 -1.5692 -1.8516 0.88 1.02 -1.24 0.077
C -0.5523 -2.8692 -1.6219 -1.87 -0.55 1.32 -0.439
P 0.3163 -3.9916 -0.3562 1.99 -0.36 0.52 0.581
O 1.1736 -2.9077 0.6371 -1.72 -0.36 -1.32 -0.393
Cl -1.2612 -4.7000 0.8275 0.21 0.83 -0.53 0.213
C -0.9453 -3.4341 -3.0314 0.42 1.95 -0.36 -0.073
H -3.7329 0.8899 -1.8711 0.06 0.54 -0.22 -0.041
H -2.2474 1.1010 -2.5440 -0.38 0.48 0.00 0.055
H -3.8855 -1.2696 -2.3479 0.66 0.27 -0.26 0.104
H -2.2378 -0.9068 -1.7345 -0.40 -0.41 -0.59 0.086
H -2.1442 -0.3831 -4.5823 -0.10 -0.61 0.37 0.108
H -3.0632 -1.9070 -4.5129 0.55 0.19 0.38 0.128
H -0.6244 -2.1308 -4.8526 -0.05 -0.42 0.62 0.059
H 0.4640 -0.2452 -3.5384 -0.02 -0.31 0.84 0.158
H 0.6371 -1.0269 -1.1754 0.03 -0.41 0.19 0.125
H -1.5483 -2.7021 -1.1425 0.73 0.39 -0.10 0.097
H 0.6759 -2.0822 0.7279 0.09 0.11 0.62 0.016
H -1.9735 -3.8459 -3.0432 0.85 -0.11 0.18 0.139
H -0.1948 -4.0565 -3.5574 -0.45 -0.04 0.81 0.079
Cl -6.9597 -0.6068 -1.9276 0.09 -0.01 -0.04 0.553
C -6.8621 -0.5219 -0.1496 -0.05 -0.02 0.18 -0.660
C -6.7203 0.8981 0.3472 -0.27 -0.07 -0.01 -0.643
Cl -5.1403 1.6002 -0.0807 -0.31 -0.24 -0.52 0.576
H -6.0260 -1.1412 0.1721 0.01 0.08 -0.04 0.055
H -7.7812 -0.9586 0.2404 0.00 0.08 -0.02 0.078
H -6.7924 0.9187 1.4335 0.09 -0.03 -0.03 0.030
H -7.4967 1.5453 -0.0578 0.10 -0.05 -0.11 0.076
Cl 3.4185 0.9430 -1.3759 -0.21 -0.03 0.07 0.564
C 4.4838 -0.0667 -2.3886 0.15 -0.04 -0.17 -0.663
C 3.7252 -1.1809 -3.0672 0.14 0.08 -0.15 -0.616
Cl 3.1530 -2.4038 -1.9032 0.00 -0.04 0.06 0.583
H 5.2818 -0.4510 -1.7598 -0.12 0.00 0.04 -0.035
H 4.9257 0.5895 -3.1380 -0.09 -0.02 -0.01 0.082
H 4.3731 -1.6960 -3.7760 0.02 0.02 0.07 0.084
H 2.8611 -0.8004 -3.6120 0.03 0.00 0.03 0.049
Cl -1.5109 -0.6185 2.7449 0.06 -0.21 -0.10 0.526
C -2.3723 0.8570 3.2648 -0.19 0.20 -0.01 -0.719
C -3.6603 0.5393 3.9987 0.22 0.14 0.01 -0.680
Cl -4.8926 -0.1680 2.9192 0.08 -0.22 0.14 0.600
H -2.5521 1.4712 2.3830 0.12 -0.34 0.03 -0.019
H -1.6978 1.3999 3.9237 -0.14 -0.10 0.11 0.006
H -4.0854 1.4523 4.4118 0.07 0.01 -0.09 0.047
H -3.4944 -0.1570 4.8156 -0.06 -0.08 -0.15 0.040
Cl -0.0978 1.9995 0.1255 -0.17 -0.10 -0.17 0.517
C 1.2021 2.3945 1.2857 0.28 -0.02 0.27 -0.662
C 0.6593 2.7465 2.6525 0.11 -0.03 0.03 -0.634
Cl -0.2213 4.2987 2.6583 -0.04 -0.19 -0.09 0.586
H 1.7920 3.2082 0.8677 -0.12 0.00 -0.04 0.076
H 1.8391 1.5126 1.3591 -0.11 0.10 0.03 0.001
H 1.4818 2.8485 3.3599 0.04 -0.04 -0.10 0.076
H -0.0141 1.9755 3.0223 0.09 0.08 -0.10 0.024
Cl 0.3269 0.0009 -6.8277 0.06 0.02 0.11 0.545
C -0.3008 -0.7455 -8.3229 -0.12 -0.10 -0.25 -0.637
C -1.3570 -1.7863 -8.0354 -0.11 0.15 -0.09 -0.639
Cl -0.6738 -3.2249 -7.2349 0.01 -0.08 0.02 0.574
H 0.5408 -1.1690 -8.8678 0.00 -0.01 0.14 0.074
H -0.7276 0.0575 -8.9228 -0.03 -0.01 0.09 0.080
H -1.8086 -2.1253 -8.9670 0.09 0.01 0.00 0.079
H -2.1463 -1.3879 -7.3995 0.08 -0.02 0.02 0.065
Cl 0.6453 -0.3506 5.9469 0.01 0.07 -0.07 0.531
C -0.3700 -0.2324 7.4078 -0.06 -0.06 0.19 -0.644
C -1.7870 0.1789 7.0838 0.01 -0.07 0.15 -0.629
Cl -1.8817 1.8652 6.5117 0.03 0.06 0.09 0.599
H 0.1034 0.4692 8.0923 -0.02 0.03 -0.12 0.072
H -0.3699 -1.2173 7.8740 -0.05 0.01 -0.07 0.076
H -2.4061 0.1128 7.9782 0.08 0.03 0.01 0.081
H -2.2212 -0.4635 6.3212 0.13 0.00 0.00 0.048
Cl -1.2981 8.8411 7.1247 0.00 -0.02 0.03 0.544
C -0.4440 7.8764 5.8947 0.08 -0.03 -0.08 -0.657
C -1.3692 6.9243 5.1723 0.29 0.15 0.16 -0.752
Cl -1.9479 5.6145 6.2332 -0.03 -0.03 0.00 0.534
H 0.3697 7.3460 6.3866 -0.10 -0.01 0.04 0.069
H -0.0128 8.5804 5.1831 -0.08 -0.03 -0.02 0.074
H -0.8399 6.4519 4.3473 0.10 0.01 0.10 -0.009
H -2.2355 7.4428 4.7733 0.01 0.09 0.24 0.004
Cl 2.2546 -5.4437 -3.8721 -0.02 0.10 0.00 0.538
C 2.5245 -7.0854 -3.2308 0.04 -0.27 0.08 -0.639
C 1.2362 -7.7573 -2.8153 0.03 -0.16 -0.12 -0.640
Cl 0.5072 -6.9948 -1.3763 -0.02 -0.30 -0.22 0.515
H 3.2229 -7.0111 -2.3991 -0.09 0.09 -0.01 0.074
H 2.9992 -7.6598 -4.0257 -0.09 0.02 -0.01 0.077
H 1.4315 -8.7975 -2.5562 0.06 0.05 0.01 0.077
H 0.4991 -7.7385 -3.6163 0.03 0.08 0.06 0.071
Cl -2.9370 6.3130 2.7613 -0.27 -0.08 -0.42 0.632
C -3.7292 5.7182 1.2832 -0.07 0.10 -0.21 -0.624
C -4.8040 4.7052 1.5910 -0.11 0.15 -0.09 -0.618
Cl -4.0907 3.2061 2.2244 -0.01 0.65 0.54 0.610
H -2.9601 5.2954 0.6379 0.00 -0.04 0.11 0.069
H -4.1615 6.5821 0.7784 -0.05 -0.03 0.07 0.078
H -5.3485 4.4484 0.6813 0.11 -0.06 -0.02 0.058
H -5.5211 5.0773 2.3209 0.14 -0.01 0.05 0.077
Cl 5.7590 -1.4468 0.7038 0.10 -0.01 0.06 0.572
C 4.6821 -1.8447 2.0661 -0.14 -0.07 0.08 -0.626
C 3.5252 -0.8782 2.1753 -0.14 -0.20 0.05 -0.661
Cl 4.0479 0.7523 2.6705 0.09 0.04 0.01 0.581
H 5.2799 -1.8612 2.9757 -0.01 0.11 -0.06 0.074
H 4.3039 -2.8511 1.8878 -0.06 0.07 -0.05 0.076
H 2.8222 -1.2290 2.9311 0.08 -0.02 0.03 0.075
H 2.9945 -0.7880 1.2281 0.14 0.03 -0.06 0.027
Cl 11.2955 -1.4194 -1.7219 -0.03 0.00 -0.03 0.548
C 10.3400 0.0575 -1.4461 -0.01 0.08 0.01 -0.664
C 8.9901 -0.2436 -0.8369 0.12 0.21 0.21 -0.653
Cl 7.9137 -1.0942 -1.9771 0.03 -0.09 -0.08 0.549
H 10.2420 0.5790 -2.3967 -0.03 -0.09 0.02 0.068
H 10.9163 0.6868 -0.7684 -0.07 -0.05 0.04 0.075
H 8.4915 0.6863 -0.5638 0.03 -0.01 -0.07 0.076
H 9.0825 -0.8560 0.0583 -0.01 -0.07 -0.12 0.066
```
Positions in Å, forces in eV/Å.

* 2S+1: 1
* ΔE to the lowest compared entry with this formula, charge and spin: 0.994 eV
* charge: +1